A molecular structure, C22H17FFeO7S2 in a non-equilibrium geometry. Source: the Open Molecules 2025 dataset; level of theory: ωB97M-V/def2-TZVPD.

Each line ends with the Löwdin spin population.
Cartesian coordinates (Å):
O -0.8043 8.0295 -0.3996  0.044
C -0.9460 6.9671 -0.8402  0.083
Fe -1.6347 5.4456 -1.4386  1.651
C -2.4882 4.9891 0.0187  0.020
O -2.6998 4.5844 1.0882  0.004
C -2.8814 6.3000 -2.2802  0.040
O -3.7399 7.0571 -2.4795  0.008
C 0.1735 0.8899 -0.4427  0.264
C 1.0372 2.1136 -0.8575  0.070
C 0.3110 3.2638 -1.4966  0.217
C -1.0500 3.2601 -1.6930  0.066
C -1.8049 2.0908 -1.3304  0.298
C -1.1871 0.9448 -0.8514  0.002
H 1.1649 -0.1682 -0.7248  0.028
H 1.5455 2.5299 0.0286  0.025
H 1.8697 1.8281 -1.5449  0.030
H 0.9339 4.1300 -1.7913  0.016
H -1.5845 4.0296 -2.3414  0.026
H -2.9032 2.1185 -1.3243  0.015
H -1.7589 0.0088 -0.7073  -0.005
F 1.5630 0.3343 1.3378  0.025
C 0.6610 -0.1196 0.3437  0.144
S 2.9725 -1.0987 -0.3086  0.356
C 2.8168 -2.7807 -0.8744  0.079
C 2.2103 -2.9878 -2.1047  0.020
C 2.0859 -4.2960 -2.5693  -0.001
C 2.6009 -5.3609 -1.8284  0.016
C 3.2461 -5.1145 -0.6133  0.001
C 3.3638 -3.8116 -0.1234  0.025
O 3.2310 -0.1544 -1.3862  0.172
O 3.7316 -1.1061 0.9125  0.234
S 0.0917 -1.8490 0.7126  0.012
C -1.0924 -1.5926 2.0113  0.002
C -1.7562 -2.6841 2.5836  0.001
C -2.7438 -2.4379 3.5436  0.000
C -3.0163 -1.1231 3.9484  0.000
C -2.3088 -0.0505 3.4017  0.000
C -1.3156 -0.2971 2.4554  0.000
O -0.5132 -2.3304 -0.5156  0.002
O 1.0777 -2.6733 1.3961  0.002
H 1.7919 -2.1371 -2.6434  0.001
H 1.5804 -4.4563 -3.5181  0.000
H 2.5439 -6.3755 -2.2230  0.001
H 3.6539 -5.9353 -0.0235  0.000
H 3.8212 -3.5967 0.8437  0.003
H -1.5157 -3.6964 2.2572  0.000
H -3.3069 -3.2722 3.9655  0.000
H -3.7803 -0.9261 4.6990  0.000
H -2.5077 0.9881 3.6839  0.000
H -0.7396 0.5290 2.0442  0.001

Results
energy: -3534.84357 Ha
Kohn-Sham gap (spin up / spin down): 7.00 / 7.11 eV
highest occupied orbital energy (spin up / spin down): -6.95 / -9.06 eV
multiplicity: 5
total charge: 0